[1]
A cluster of 2 separate species, C7H16FO2P in total at a distorted geometry. Source: the OMol25 dataset; level of theory: ωB97M-V with the def2-TZVPD basis set.

Structure (ORCA input):
```
! RIJCOSX wB97M-V def2-TZVPD def2/J DEFGRID3
* xyz 0 1
C -0.59 -1.49 -0.30
C -1.96 -1.37 0.21
C -0.45 -2.30 -1.52
C 1.92 0.01 1.52
C 1.03 2.23 2.31
C -0.62 1.11 -3.21
C 0.96 1.16 1.24
O -0.11 1.51 -1.96
O 1.27 1.80 0.01
F 2.20 2.34 -2.08
P 1.38 1.09 -1.42
H -2.25 -0.36 -0.09
H -1.98 -1.38 1.30
H -2.70 -2.07 -0.20
H 0.25 -1.83 -2.21
H -1.38 -2.59 -2.04
H 0.05 -3.20 -1.17
H 1.77 -0.36 2.53
H 1.73 -0.80 0.81
H 2.95 0.35 1.41
H 0.68 1.84 3.26
H 0.41 3.08 2.03
H 2.06 2.58 2.43
H 0.16 0.69 -3.85
H -1.06 1.98 -3.70
H -1.40 0.35 -3.06
H -0.06 0.76 1.18
*
```

Properties
Orbital gap in eV: 8.406
Relative energy (zero: lowest compared OMol25 entry of this formula, charge and spin) in eV: 0.097


[2]
A cluster of 2 separate species, C34H35N4 in total at a distorted geometry. Source: the OMol25 dataset; level of theory: ωB97M-V with the def2-TZVPD basis set.

Structure (ORCA input):
```
! RIJCOSX wB97M-V def2-TZVPD def2/J DEFGRID3
* xyz 1 1
C 6.28 -1.88 3.41
C 4.99 -1.12 3.44
C 5.00 0.28 3.51
C 3.82 1.00 3.46
C 2.56 0.34 3.33
C 1.37 1.10 3.20
C 0.14 0.56 2.85
C -1.07 1.22 3.09
C -2.22 0.44 3.46
C -3.05 0.79 4.56
C -4.25 0.13 4.78
C -4.54 -1.06 4.08
C -5.77 -1.85 4.42
C -3.67 -1.50 3.08
C -2.52 -0.77 2.77
C 2.56 -1.09 3.35
C 3.76 -1.80 3.39
H 6.10 -2.96 3.40
H 6.89 -1.63 2.53
H 6.89 -1.64 4.29
H 5.96 0.80 3.59
H 3.82 2.09 3.48
H 1.44 2.17 3.39
H 0.11 -0.45 2.45
H -1.07 2.30 3.26
H -2.73 1.58 5.24
H -4.96 0.48 5.53
H -5.83 -2.74 3.79
H -5.75 -2.15 5.47
H -6.69 -1.26 4.28
H -3.89 -2.44 2.57
H -1.85 -1.11 1.98
H 1.61 -1.62 3.32
H 3.75 -2.89 3.36
N 1.73 4.22 1.82
N 0.81 4.32 2.50
N -0.11 4.30 3.35
C -1.23 5.19 3.06
C -1.82 5.58 4.41
C -2.53 6.78 4.57
C -3.03 7.13 5.83
C -2.85 6.27 6.92
C -2.17 5.06 6.75
C -1.64 4.73 5.50
C -0.71 6.41 2.30
C 0.50 6.97 2.74
C 1.10 8.00 2.00
C 0.44 8.54 0.89
C -0.82 8.06 0.52
C -1.41 7.02 1.25
C -2.26 4.40 2.22
C -3.42 3.69 2.92
C -3.95 2.76 1.81
C -2.79 2.63 0.79
N -1.69 3.35 1.41
H -2.68 7.44 3.71
H -3.55 8.08 5.95
H -3.26 6.54 7.90
H -2.02 4.37 7.59
H -1.05 3.81 5.37
H 0.96 6.63 3.67
H 2.08 8.36 2.31
H 0.90 9.36 0.33
H -1.37 8.49 -0.32
H -2.41 6.70 0.97
H -2.75 5.10 1.53
H -3.05 3.12 3.78
H -4.15 4.42 3.30
H -4.24 1.78 2.21
H -4.83 3.21 1.33
H -2.50 1.59 0.59
H -3.08 3.09 -0.17
H -0.93 3.61 0.78
*
```

Properties
Orbital gap in eV: 6.228
Relative energy (zero: lowest compared OMol25 entry of this formula, charge and spin) in eV: 2.037


[3]
An isolated molecule of CCl2N2O4 at a distorted geometry. Source: the OMol25 dataset; level of theory: ωB97M-V with the def2-TZVPD basis set.

Structure (ORCA input):
```
! RIJCOSX wB97M-V def2-TZVPD def2/J DEFGRID3
* xyz 0 1
O -1.14 -1.34 -1.42
N -0.69 -1.09 -0.32
O -0.81 -1.49 0.81
C 0.37 -0.04 -0.32
Cl 0.83 0.42 -1.93
Cl 1.88 -0.74 0.81
N -0.08 1.17 0.59
O -1.05 1.05 1.28
O 0.69 2.06 0.48
*
```

Properties
Orbital gap in eV: 9.913
Relative energy (zero: lowest compared OMol25 entry of this formula, charge and spin) in eV: 0.758


[4]
A cluster of 2 separate species, C5H11O2 in total at a distorted geometry. Source: the OMol25 dataset; level of theory: ωB97M-V with the def2-TZVPD basis set.

Structure (ORCA input):
```
! RIJCOSX wB97M-V def2-TZVPD def2/J DEFGRID3
* xyz -1 1
C 0.36 -1.32 -1.22
C 1.15 -1.83 -0.07
C 0.38 0.28 -1.24
O 0.00 0.81 -2.37
O 1.02 0.90 -0.35
H 0.89 -1.64 -2.11
H -0.75 -1.80 -1.11
H 0.56 -1.92 0.86
H 2.04 -1.29 0.24
H 1.32 -2.88 -0.33
C -2.03 0.47 2.08
C -0.59 0.96 2.31
H -2.57 0.05 2.98
H -2.62 1.39 1.71
H -2.08 -0.16 1.25
H -0.18 0.57 3.29
H -0.46 2.06 2.32
H 0.08 0.55 1.54
*
```

Properties
Orbital gap in eV: 7.742
Relative energy (zero: lowest compared OMol25 entry of this formula, charge and spin) in eV: 1.110


[5]
An isolated molecule of C26H22O5. Source: the OMol25 dataset; level of theory: ωB97M-V with the def2-TZVPD basis set.

Structure (ORCA input):
```
! RIJCOSX wB97M-V def2-TZVPD def2/J DEFGRID3
* xyz 0 1
C -8.08 -1.04 1.13
O -7.96 0.30 0.72
C -6.82 0.70 0.11
C -6.78 2.04 -0.28
C -5.67 2.55 -0.92
C -4.59 1.74 -1.18
C -4.60 0.40 -0.79
C -3.40 -0.41 -1.10
O -2.51 -0.01 -1.81
C -3.32 -1.79 -0.44
O -2.12 -2.45 -0.73
C -0.94 -1.92 -0.31
C -0.82 -0.84 0.57
C 0.42 -0.40 0.95
C 1.60 -1.00 0.49
C 2.93 -0.58 0.84
C 3.08 0.58 1.77
C 3.99 -1.24 0.32
C 5.43 -0.88 0.59
C 5.79 0.48 0.07
C 5.36 0.89 -1.19
C 5.70 2.13 -1.68
C 6.46 3.00 -0.92
C 6.90 2.60 0.33
C 6.56 1.35 0.82
C 3.80 -2.38 -0.58
O 4.70 -3.02 -1.07
O 2.53 -2.75 -0.89
C 1.45 -2.09 -0.39
C 0.20 -2.54 -0.78
C -5.73 -0.12 -0.14
H -9.07 -1.12 1.58
H -8.02 -1.73 0.28
H -7.33 -1.30 1.88
H -7.64 2.66 -0.07
H -5.66 3.59 -1.23
H -3.71 2.12 -1.69
H -3.48 -1.70 0.64
H -4.10 -2.43 -0.87
H -1.69 -0.33 0.95
H 0.49 0.45 1.62
H 2.55 0.39 2.70
H 2.67 1.48 1.31
H 4.12 0.77 2.00
H 5.64 -0.94 1.66
H 6.05 -1.63 0.08
H 4.77 0.21 -1.79
H 5.36 2.43 -2.66
H 6.72 3.98 -1.30
H 7.50 3.27 0.93
H 6.91 1.05 1.80
H 0.12 -3.38 -1.46
H -5.75 -1.15 0.15
*
```

Properties
Orbital gap in eV: 8.039